# 1
Formula: C23H37ClN2O2S2
Source: the Open Molecules 2025 dataset
Level of theory: ωB97M-V/def2-TZVPD

Geometry as ORCA input:
```
! RIJCOSX wB97M-V def2-TZVPD def2/J DEFGRID3
* xyz 0 1
C 1.86 -2.49 -1.29
H 1.75 3.36 2.18
H 2.25 -2.13 -3.51
H -0.06 4.49 -2.30
H 2.45 2.13 3.88
H 0.80 -1.17 -2.80
H -0.35 -1.16 0.03
C 2.96 0.56 -3.38
C 0.77 2.79 2.03
C -5.77 -1.79 -0.38
H -5.94 -4.47 -2.69
H 2.06 3.92 -2.91
H 0.29 -1.05 4.78
H -1.39 1.28 1.32
H -3.21 -3.87 -1.70
H 4.38 -1.78 -2.24
H -0.64 2.76 -2.46
H 1.80 -2.15 5.04
C 1.89 -1.52 -2.61
C -0.07 3.48 -0.32
H -3.97 0.15 -1.10
C -0.38 1.00 0.88
N -4.42 -2.25 -0.56
C 1.34 -1.31 4.41
H 0.76 -2.82 -1.20
H -0.47 1.49 3.58
H 4.33 -2.28 0.14
C -4.20 -3.38 -1.46
C 1.58 3.00 -2.41
C 0.55 2.25 0.50
C 0.52 1.48 2.97
H -7.75 -2.53 -1.42
H 4.86 -0.05 -1.62
H -3.43 -1.70 1.26
C 1.62 1.37 4.14
C -5.63 -3.66 -1.97
C 2.33 -0.06 4.26
H 2.30 2.67 -1.59
N 2.76 -0.37 -2.25
C 4.04 -0.84 -1.66
H 1.20 -1.76 3.36
H 2.48 -3.44 -1.44
C 0.11 3.42 -1.91
H -3.29 0.56 0.55
C -6.63 -2.67 -1.31
C -0.43 -0.07 -0.30
H -1.79 1.37 -1.32
C -1.76 0.22 -1.16
H -1.20 3.54 -0.10
H 3.79 -0.51 0.57
H 2.96 -0.02 5.23
H -0.13 3.44 2.35
H 1.57 1.84 0.23
H -6.04 -0.91 0.29
H -2.27 -2.24 -0.07
H 0.47 0.17 -0.99
C -3.13 -0.12 -0.36
H -1.78 -0.28 -2.18
O 0.40 0.43 1.99
H 0.37 4.48 0.04
O 2.25 -1.73 -0.12
C 3.66 -1.38 -0.17
S 4.35 0.70 -4.30
H 3.11 -0.19 3.41
C -3.22 -1.65 0.13
Cl 0.84 1.75 5.78
S 1.53 1.69 -3.77
*
```

Results
- Gap between HOMO and LUMO: 7.4 eV
- Molar mass: 473.15 g mol⁻¹
- HOMO level: -7.95 eV
- SMILES: CC[C@H](Cl)[C@H]1C[C@H](CCCSC(=S)N2CCOCC2)[C@@H](CCCCn2cccc2)O1

# 2
Formula: C23H37LaN8OSSi
Source: the Open Molecules 2025 dataset
Level of theory: ωB97M-V/def2-TZVPD

Geometry as ORCA input:
```
! RIJCOSX wB97M-V def2-TZVPD def2/J DEFGRID3
* xyz 0 1
H -2.25 -1.96 0.02
C -5.08 0.30 0.28
N -2.17 0.87 0.71
H 0.04 -2.40 -6.40
C -0.24 -1.68 -4.41
C -0.18 -0.60 -3.52
H 1.76 0.35 4.20
C 1.45 1.29 3.73
N 0.44 1.81 -1.91
C -0.89 1.58 4.56
C 1.59 2.84 -0.27
H 1.45 4.80 0.18
C 2.27 -1.93 1.75
H -1.46 -4.27 -0.48
C -3.30 1.44 -1.87
H -4.84 -0.72 -0.03
H 0.84 -4.24 0.20
H -5.96 0.62 -0.29
H 0.97 1.71 -5.73
C 0.51 1.82 -3.18
H -2.88 0.49 -2.23
H 0.80 -0.20 -7.28
Si -3.62 1.43 -0.04
C -0.04 1.31 3.51
H -4.32 3.24 1.55
C 0.58 -3.60 -0.64
H -3.18 3.81 0.32
H -0.49 1.81 5.54
H 0.50 -3.69 2.05
C -1.38 -2.67 1.71
H 2.88 -3.56 0.43
C -2.27 1.56 4.32
H 2.69 3.96 1.01
H -3.80 1.27 2.86
H 1.74 2.09 4.41
C 0.28 0.64 -4.02
C -1.82 1.08 2.01
H -0.11 -2.83 3.43
H -1.19 -2.96 -1.64
H 2.80 -0.98 1.86
C 0.54 -0.32 -6.24
C 0.62 0.75 -5.37
C 0.01 -2.76 2.34
H 0.83 2.73 -3.68
N 0.86 -1.63 1.97
C 2.56 -2.51 0.34
C -4.05 3.16 0.49
H -1.95 -1.90 2.22
C -0.92 -3.33 -0.66
H -0.60 -2.63 -4.03
C 0.11 -1.55 -5.74
H 1.98 1.41 2.79
H -4.88 3.54 -0.10
N 0.73 3.00 -1.24
H -4.21 1.64 -2.43
C -2.74 1.30 3.06
N 1.43 -2.40 -0.58
H 2.67 -2.60 2.52
S 2.52 1.39 0.10
O -0.55 -0.76 -2.26
H 0.82 -4.19 -1.54
N 1.81 3.93 0.53
H -1.91 -3.62 1.85
H 3.40 -1.97 -0.09
H 0.76 -0.90 2.65
H 1.76 -2.17 -1.51
La -0.05 0.08 -0.21
H -2.96 1.75 5.13
H -2.57 2.23 -2.12
H -5.36 0.27 1.34
N -1.33 -2.29 0.29
N -0.49 1.05 2.26
*
```

Results
- Gap between HOMO and LUMO: 7.9 eV
- Molar mass: 640.66 g mol⁻¹
- HOMO level: -7.49 eV

# 3
Formula: C23H37MgN8O4S
Source: the Open Molecules 2025 dataset
Level of theory: ωB97M-V/def2-TZVPD

Geometry as ORCA input:
```
! RIJCOSX wB97M-V def2-TZVPD def2/J DEFGRID3
* xyz -1 1
H 3.72 2.90 -1.76
H -2.71 -4.45 -1.54
H 0.71 -3.33 3.55
C -4.63 -0.40 -0.79
H 3.02 -1.89 3.71
C 0.31 -2.41 3.12
C 1.53 -0.56 4.30
O -5.25 1.85 -0.26
H 0.86 -3.44 -1.45
N -0.41 -0.23 2.79
C 2.25 -0.38 -0.04
S -0.70 -2.56 1.76
H 4.03 -0.81 -1.91
H 5.68 -0.70 4.43
H -7.34 1.51 -1.83
N -2.62 2.70 -1.52
H -1.36 -3.42 -3.68
H 2.83 2.65 6.41
H -0.08 -2.25 -3.37
H -1.73 -1.66 -3.23
H -3.31 -2.86 -1.86
C -1.11 -2.56 -3.11
C 3.19 2.80 -2.73
H -7.07 -0.22 -1.82
C -0.10 -3.94 -1.38
H -5.26 -1.26 -0.54
H -4.14 -0.60 -1.72
H 3.71 2.10 -3.36
C 5.66 1.09 5.47
N -2.29 1.87 -0.36
H -0.16 2.87 -2.75
N 1.83 2.34 -2.53
H 3.25 0.12 -3.26
H 3.20 3.75 -3.25
C 0.46 -1.09 3.48
N 2.77 -1.15 4.32
C 0.79 3.34 -2.71
C 4.79 2.06 5.98
N -0.86 -1.72 -0.85
H -1.59 -0.49 1.05
C -2.84 1.98 -2.77
Mg -1.25 0.12 -1.22
O -3.59 2.53 -3.59
C -5.52 0.81 -0.86
H -3.48 3.21 -1.39
C 2.80 0.83 5.29
C -1.14 -2.85 -1.64
H 2.46 -1.38 -2.56
H 0.92 3.87 -3.67
H -6.00 0.65 -2.83
H -3.92 -0.33 0.04
N 2.41 0.36 -1.32
C 5.03 -0.01 4.92
C 3.65 -0.18 4.83
H 3.27 -0.67 0.28
H -3.20 1.83 0.18
C -6.63 0.71 -1.92
H -0.21 -4.24 -0.35
H 1.69 0.25 0.70
H 5.25 3.00 6.36
C -2.58 -3.41 -1.29
N 1.49 0.59 4.91
C 3.43 1.92 5.95
H -0.26 -4.76 -2.08
C 1.53 1.38 -1.58
H 6.79 1.30 5.47
C -1.00 -0.86 1.85
H -1.58 2.35 0.14
O 0.44 1.47 -0.97
H -2.82 -3.21 -0.24
O -2.32 0.81 -2.85
H 0.68 4.00 -1.91
C 3.07 -0.46 -2.37
H 1.52 -1.18 -0.28
*
```

Results
- Gap between HOMO and LUMO: 4.9 eV
- Molar mass: 545.97 g mol⁻¹
- HOMO level: -2.48 eV

Copy entry 2 word for word.
Formula: C23H37LaN8OSSi
Source: the Open Molecules 2025 dataset
Level of theory: ωB97M-V/def2-TZVPD

Geometry as ORCA input:
```
! RIJCOSX wB97M-V def2-TZVPD def2/J DEFGRID3
* xyz 0 1
H -2.25 -1.96 0.02
C -5.08 0.30 0.28
N -2.17 0.87 0.71
H 0.04 -2.40 -6.40
C -0.24 -1.68 -4.41
C -0.18 -0.60 -3.52
H 1.76 0.35 4.20
C 1.45 1.29 3.73
N 0.44 1.81 -1.91
C -0.89 1.58 4.56
C 1.59 2.84 -0.27
H 1.45 4.80 0.18
C 2.27 -1.93 1.75
H -1.46 -4.27 -0.48
C -3.30 1.44 -1.87
H -4.84 -0.72 -0.03
H 0.84 -4.24 0.20
H -5.96 0.62 -0.29
H 0.97 1.71 -5.73
C 0.51 1.82 -3.18
H -2.88 0.49 -2.23
H 0.80 -0.20 -7.28
Si -3.62 1.43 -0.04
C -0.04 1.31 3.51
H -4.32 3.24 1.55
C 0.58 -3.60 -0.64
H -3.18 3.81 0.32
H -0.49 1.81 5.54
H 0.50 -3.69 2.05
C -1.38 -2.67 1.71
H 2.88 -3.56 0.43
C -2.27 1.56 4.32
H 2.69 3.96 1.01
H -3.80 1.27 2.86
H 1.74 2.09 4.41
C 0.28 0.64 -4.02
C -1.82 1.08 2.01
H -0.11 -2.83 3.43
H -1.19 -2.96 -1.64
H 2.80 -0.98 1.86
C 0.54 -0.32 -6.24
C 0.62 0.75 -5.37
C 0.01 -2.76 2.34
H 0.83 2.73 -3.68
N 0.86 -1.63 1.97
C 2.56 -2.51 0.34
C -4.05 3.16 0.49
H -1.95 -1.90 2.22
C -0.92 -3.33 -0.66
H -0.60 -2.63 -4.03
C 0.11 -1.55 -5.74
H 1.98 1.41 2.79
H -4.88 3.54 -0.10
N 0.73 3.00 -1.24
H -4.21 1.64 -2.43
C -2.74 1.30 3.06
N 1.43 -2.40 -0.58
H 2.67 -2.60 2.52
S 2.52 1.39 0.10
O -0.55 -0.76 -2.26
H 0.82 -4.19 -1.54
N 1.81 3.93 0.53
H -1.91 -3.62 1.85
H 3.40 -1.97 -0.09
H 0.76 -0.90 2.65
H 1.76 -2.17 -1.51
La -0.05 0.08 -0.21
H -2.96 1.75 5.13
H -2.57 2.23 -2.12
H -5.36 0.27 1.34
N -1.33 -2.29 0.29
N -0.49 1.05 2.26
*
```

Results
- Gap between HOMO and LUMO: 7.9 eV
- Molar mass: 640.66 g mol⁻¹
- HOMO level: -7.49 eV